(1)
Below is a molecular structure, C33H45N7OOsP in a non-equilibrium geometry, with properties calculated with the ωB97M-V functional and the def2-TZVPD basis.

```
88
Properties=species:S:1:pos:R:3:lowdin_charge:R:1
Os 0.843 0.908 0.874 1.7379
N 0.577 -0.033 4.042 0.2145
C 1.853 0.016 3.654 -0.4164
N 2.771 -0.402 4.483 0.2109
C 4.045 -0.353 4.072 -0.3621
N 4.989 -0.772 4.875 0.2621
N 4.437 0.121 2.841 0.2252
C 3.501 0.521 2.064 -0.2526
N 2.151 0.491 2.380 -0.0347
C 3.854 1.064 0.727 -0.1924
C 5.162 1.169 0.309 0.0507
C 5.417 1.727 -0.940 0.0319
C 4.355 2.163 -1.717 0.0171
C 3.066 2.014 -1.236 -0.0729
N 2.824 1.471 -0.038 -0.0276
H 0.389 -0.364 4.977 0.1472
H -0.184 0.333 3.495 0.0688
H 4.755 -1.115 5.796 0.1520
H 5.955 -0.736 4.586 0.1489
H 5.957 0.826 0.956 0.1357
H 6.435 1.824 -1.295 0.1414
H 4.515 2.619 -2.684 0.1362
H 2.211 2.339 -1.815 0.1048
O -0.060 -0.191 -0.390 -0.5338
P -1.099 -1.153 -1.132 0.9737
C -2.658 -1.325 -0.217 -0.3077
C -2.447 -1.801 1.257 -0.1652
C -3.074 -0.856 2.285 -0.1729
C -2.674 0.575 1.976 -0.2027
C -3.298 1.043 0.653 -0.1616
C -3.636 -0.132 -0.278 -0.1565
C -0.249 -2.736 -1.353 -0.3352
C 0.548 -3.316 -0.159 -0.1663
C -0.171 -4.376 0.680 -0.1873
C -0.879 -5.409 -0.189 -0.1758
C -1.871 -4.739 -1.132 -0.1768
C -1.160 -3.764 -2.069 -0.1669
C -1.420 -0.482 -2.793 -0.3226
C -1.609 1.064 -2.791 -0.1663
C -0.311 1.788 -3.153 -0.2103
C 0.123 1.467 -4.593 -0.1666
C -0.346 0.070 -5.012 -0.1678
C -0.330 -0.888 -3.822 -0.1815
H -3.110 -2.141 -0.793 0.1219
H -1.379 -1.886 1.482 0.0856
H -2.874 -2.795 1.379 0.1203
H -2.768 -1.163 3.286 0.1226
H -4.163 -0.928 2.261 0.1339
H -1.569 0.592 1.887 0.0302
H -2.928 1.263 2.786 0.1261
H -2.649 1.776 0.166 0.0824
H -4.226 1.569 0.875 0.1308
H -3.776 0.207 -1.304 0.1107
H -4.604 -0.532 0.026 0.1342
H 0.501 -2.407 -2.077 0.1021
H 0.922 -2.506 0.480 0.0835
H 1.435 -3.785 -0.589 0.1288
H -0.905 -3.922 1.347 0.0861
H 0.566 -4.865 1.318 0.1232
H -1.389 -6.134 0.444 0.1254
H -0.146 -5.970 -0.778 0.1287
H -2.654 -4.239 -0.551 0.1013
H -2.374 -5.489 -1.743 0.1291
H -1.879 -3.258 -2.721 0.1076
H -0.518 -4.347 -2.734 0.1372
H -2.366 -0.954 -3.076 0.1362
H -1.992 1.420 -1.837 0.0751
H -2.361 1.317 -3.539 0.1386
H 0.473 1.478 -2.449 0.0568
H -0.450 2.865 -3.037 0.1170
H 1.209 1.541 -4.682 0.1135
H -0.289 2.211 -5.275 0.1242
H 0.284 -0.320 -5.809 0.1271
H -1.359 0.116 -5.418 0.1275
H 0.666 -0.853 -3.368 0.1150
H -0.500 -1.908 -4.164 0.1200
N -2.012 7.455 2.100 0.2502
C -1.490 6.440 1.958 -0.1294
C -0.853 5.173 1.769 -0.1540
C -0.344 4.478 2.884 0.0306
C 0.242 3.246 2.722 -0.0561
C 0.317 2.698 1.428 -0.3365
C -0.179 3.401 0.304 -0.0872
C -0.754 4.640 0.477 0.0236
H -0.417 4.923 3.868 0.1470
H 0.646 2.732 3.584 0.1054
H -0.112 2.985 -0.698 0.0815
H -1.130 5.201 -0.368 0.1457
```

Output
**Charge**: +3
**HOMO-LUMO gap (spin up / spin down)**: 7.61 / 6.08 eV
**Multiplicity**: 5
**Total energy**: -2174.1179 Ha


(2)
Below is a molecular structure, C33H46BrN3P2SeZn in a non-equilibrium geometry, with properties calculated with the ωB97M-V functional and the def2-TZVPD basis.

```
87
Properties=species:S:1:pos:R:3:lowdin_charge:R:1
C -0.735 5.424 -4.495 0.0037
C -1.021 4.211 -5.152 -0.2431
C -1.184 4.241 -6.550 -0.0079
C -1.107 5.484 -7.204 -0.1128
N -0.851 6.625 -6.567 0.0755
C -0.658 6.604 -5.245 -0.1090
C -1.201 3.004 -4.381 -0.1351
C -1.419 2.584 -3.163 -0.1505
C -1.789 2.654 -1.783 -0.2454
C -0.829 2.412 -0.777 -0.0076
C -1.251 1.906 0.455 -0.1203
C -2.618 1.761 0.743 -0.7090
C -3.562 2.263 -0.172 -0.1051
C -3.136 2.750 -1.396 -0.0195
Zn -1.164 1.113 -4.311 0.8879
P 2.339 -1.047 0.098 0.9156
H -1.388 3.335 -7.127 0.1110
H -0.593 5.458 -3.418 0.1175
H -1.251 5.551 -8.291 0.1214
H -0.433 7.556 -4.759 0.1184
H -3.855 3.129 -2.116 0.1321
H 0.217 2.600 -0.970 0.1219
H -4.618 2.246 0.073 0.1126
H -0.515 1.637 1.216 -0.0016
C 2.126 -2.576 1.142 -0.4223
C 3.049 -3.772 0.921 -0.1449
H 1.080 -2.874 0.956 0.0522
H 2.175 -2.214 2.181 0.0613
H 2.865 -4.510 1.711 0.0790
H 2.853 -4.276 -0.034 0.0714
H 4.114 -3.512 0.965 0.0536
C 3.063 -1.693 -1.477 -0.4368
C 3.492 -0.563 -2.415 -0.1554
H 2.300 -2.318 -1.971 0.0480
H 3.916 -2.342 -1.242 0.0704
H 3.772 -0.976 -3.390 0.0778
H 2.679 0.160 -2.567 0.0561
H 4.362 -0.014 -2.029 0.0703
C 3.836 -0.255 0.862 -0.4583
C 5.135 -1.051 0.919 -0.1416
H 3.514 0.042 1.877 -0.0176
H 3.977 0.680 0.295 0.0726
H 5.939 -0.377 1.242 0.0805
H 5.089 -1.869 1.647 0.0646
H 5.428 -1.453 -0.059 0.0696
Br -3.232 1.008 2.321 0.8455
P -2.119 -2.218 -2.466 1.0107
C -0.318 -2.632 -2.475 -0.4306
C -0.127 -4.154 -2.474 -0.1527
H 0.130 -2.178 -1.573 0.0337
H 0.128 -2.176 -3.376 0.0810
H 0.940 -4.409 -2.466 0.0690
H -0.588 -4.626 -1.592 0.0780
H -0.569 -4.618 -3.364 0.0755
C -2.342 -1.779 -0.684 -0.4029
C -3.587 -2.466 -0.121 -0.1643
H -2.417 -0.687 -0.586 0.0549
H -1.437 -2.108 -0.147 0.0710
H -3.598 -2.400 0.971 0.0629
H -4.502 -1.984 -0.494 0.0766
H -3.623 -3.526 -0.410 0.0692
C -2.324 -0.641 -3.325 -0.4895
C -2.973 -0.872 -4.705 -0.1608
H -1.205 -0.352 -3.340 0.0412
H -2.935 0.054 -2.723 0.0925
H -3.150 0.084 -5.236 0.0653
H -2.348 -1.521 -5.338 0.0901
H -3.956 -1.355 -4.593 0.0973
C 2.648 0.568 5.942 -0.0107
N 1.269 0.192 5.695 -0.0649
C 0.624 0.358 4.491 -0.6417
Se 1.377 1.111 3.013 1.0017
N -0.666 -0.077 4.731 0.1387
C -0.843 -0.450 6.067 -0.1587
C -1.982 -0.714 6.805 0.0184
C -1.828 -0.851 8.190 -0.0242
C -0.568 -0.696 8.802 -0.0252
C 0.573 -0.402 8.049 0.0279
C 0.403 -0.305 6.670 -0.1354
H 3.334 -0.252 5.699 0.1165
H 2.748 0.825 7.001 0.1001
H 2.898 1.428 5.315 0.0666
H -1.414 0.000 4.029 0.0770
H -2.939 -0.801 6.284 0.1293
H -2.696 -1.063 8.814 0.1248
H -0.492 -0.809 9.879 0.1231
H 1.561 -0.243 8.477 0.1218
```

Output
**Charge**: +2
**HOMO-LUMO gap (spin up / spin down)**: 6.30 / 3.97 eV
**Total energy**: -8886.0840 Ha


Number 1 is which compound? C33H45N7OOsP


Among the records above, which one has the highest total energy? C33H45N7OOsP